No. 1
2 unconnected molecules or ions with the total composition C3H4NO in a non-equilibrium geometry. Source: the Open Molecules 2025 dataset; level of theory: the ωB97M-V functional and the def2-TZVPD basis.

The geometry in XYZ format:
```
9
Properties=species:S:1:pos:R:3:forces:R:3
C -0.8790 1.0542 0.0095 -0.5 1.2 -0.1
C -0.7457 -1.0094 0.1103 1.1 -0.6 0.1
C -1.9699 -0.0540 -0.0164 -1.3 0.5 -0.1
N 0.0810 -0.0283 0.1645 0.2 -0.6 0.0
O -3.1279 -0.1389 -0.0592 0.5 0.0 0.0
H -0.7893 1.5932 -0.9362 0.0 -0.2 0.0
H -0.9501 1.7427 0.8552 0.0 -0.2 0.0
H 1.0790 -3.3801 -0.3920 -0.1 0.1 0.0
H 1.0897 0.0048 0.2763 0.1 -0.2 0.0
```
Forces are in eV/Å.

Summary:
- energy (eV) = -6698.8195
- ΔE to the lowest compared entry with this formula, charge and spin (kcal/mol) = 134.9
- lowest unoccupied orbital energy (spin up / spin down) (eV) = -6.81 / -7.99
- total charge = +1

No. 2
A gas-phase ion, C3H4NO (charge +1) in a non-equilibrium geometry. Source: the Open Molecules 2025 dataset; level of theory: the ωB97M-V functional and the def2-TZVPD basis.

The geometry in XYZ format:
```
9
Properties=species:S:1:pos:R:3:forces:R:3
C 0.0211 0.9944 -0.2146 -0.6 -0.5 -0.4
C 1.0025 -0.5683 0.9132 -6.9 -5.9 -4.2
C -0.7283 -0.2154 -0.5458 0.1 0.9 -0.2
N -0.1821 -1.2891 0.1214 6.5 2.1 4.7
O 0.9699 0.6932 0.6119 0.1 2.4 -0.4
H -0.1151 2.0164 -0.5345 0.2 0.2 0.1
H 1.6751 -1.0651 1.5819 0.4 0.2 0.2
H -1.8101 -0.1403 -0.3036 0.0 0.3 0.1
H -0.8332 -0.4260 -1.6299 0.2 0.3 0.0
```
Forces are in eV/Å.

Summary:
- energy (eV) = -6701.7511
- ΔE to the lowest compared entry with this formula, charge and spin (kcal/mol) = 67.3
- lowest unoccupied orbital energy (eV) = -7.08
- total charge = +1

No. 3
2 unconnected molecules or ions with the total composition C3H4NO in a non-equilibrium geometry. Source: the Open Molecules 2025 dataset; level of theory: the ωB97M-V functional and the def2-TZVPD basis.

The geometry in XYZ format:
```
9
Properties=species:S:1:pos:R:3:forces:R:3
C -0.1682 1.6043 0.7064 -1.0 -1.4 -1.8
C 1.8552 -1.4406 -0.1485 1.2 2.7 1.6
C -0.6924 -0.5319 -0.3855 -1.9 -3.0 -1.3
N -0.4604 0.6686 0.1033 1.8 5.1 4.1
O 1.9090 -0.3943 0.3380 0.8 -2.9 -1.0
H -0.0573 2.5926 1.1103 0.3 0.1 0.2
H -1.2258 -0.3391 -1.2495 -1.4 0.0 -2.2
H -1.3541 -1.1384 0.2232 0.2 -0.1 0.5
H 0.1941 -1.0211 -0.6976 0.0 -0.5 -0.2
```
Forces are in eV/Å.

Summary:
- energy (eV) = -6703.1106
- ΔE to the lowest compared entry with this formula, charge and spin (kcal/mol) = 36.0
- lowest unoccupied orbital energy (eV) = -5.13
- total charge = +1

No. 4
2 unconnected molecules or ions with the total composition C3H4NO2S in a non-equilibrium geometry. Source: the Open Molecules 2025 dataset; level of theory: the ωB97M-V functional and the def2-TZVPD basis.

The geometry in XYZ format:
```
11
Properties=species:S:1:pos:R:3:forces:R:3
C 2.2084 -0.0036 -0.1468 1.3 -0.2 0.6
C 0.9743 0.1868 -0.7688 -5.1 -1.4 0.2
C -0.4148 -0.4298 0.7047 2.7 0.5 -0.8
N 3.2039 -0.1068 0.4386 -0.4 0.0 -0.4
O -2.5194 1.2659 0.7076 1.2 -3.0 -1.3
O -2.2334 -0.3768 -1.2814 0.4 0.3 0.9
S -2.2003 -0.1966 0.2144 -0.9 2.0 0.6
H 0.6145 1.2533 -0.8059 0.5 -1.3 -0.3
H 0.5564 -0.5207 -1.6179 1.4 1.7 1.7
H -0.0894 0.3721 1.3770 -0.5 -0.2 0.1
H -0.1001 -1.4438 1.1784 -0.6 1.5 -1.3
```
Forces are in eV/Å.

Summary:
- energy (eV) = -19594.6592
- ΔE to the lowest compared entry with this formula, charge and spin (kcal/mol) = 60.6
- lowest unoccupied orbital energy (eV) = 3.78
- total charge = -1

No. 5
3 unconnected molecules or ions with the total composition C3H4NO4S in a non-equilibrium geometry. Source: the Open Molecules 2025 dataset; level of theory: the ωB97M-V functional and the def2-TZVPD basis.

The geometry in XYZ format:
```
13
Properties=species:S:1:pos:R:3:forces:R:3
C 1.7362 -0.7597 1.6275 0.7 -2.2 0.3
C -1.8319 0.7911 0.1217 0.1 -0.3 -1.1
C -0.4237 0.2905 0.3625 -0.4 2.2 0.0
N 0.3049 0.4525 -2.0097 -1.4 1.7 1.0
O -0.1534 -0.8289 0.7219 -0.3 -1.1 0.5
O 1.8569 -1.8822 1.9377 -0.3 -0.1 0.1
O 1.9831 0.3526 1.4695 0.5 2.0 0.0
O 1.4956 -1.4039 -3.1181 0.7 -1.0 -0.4
S 1.0609 -0.7705 -1.8665 0.6 -0.9 -0.7
H -2.2021 1.0258 1.1677 0.1 0.0 -1.3
H -2.4121 -0.0818 -0.3472 0.5 1.6 0.7
H -1.7334 1.7149 -0.5815 -0.6 -1.7 1.4
H 0.3191 1.0997 0.5143 -0.3 -0.3 -0.3
```
Forces are in eV/Å.

Summary:
- energy (eV) = -23691.3379
- ΔE to the lowest compared entry with this formula, charge and spin (kcal/mol) = 24.6
- lowest unoccupied orbital energy (eV) = 3.55
- total charge = -1

No. 6
A gas-phase ion, C3H4NO5 (charge -1) in a non-equilibrium geometry. Source: the Open Molecules 2025 dataset; level of theory: the ωB97M-V functional and the def2-TZVPD basis.

The geometry in XYZ format:
```
13
Properties=species:S:1:pos:R:3:forces:R:3
C 1.4797 -0.7035 0.8601 -1.4 0.5 0.1
C 2.2451 0.1595 0.1838 0.9 -0.6 -1.1
C -0.4861 -0.1995 -0.3665 -2.0 1.2 -1.3
N 0.1317 0.9400 -0.8803 2.0 0.1 0.6
O 0.1359 1.9308 0.2240 -0.3 0.5 0.4
O 0.0591 -0.8113 0.7688 1.9 0.0 1.2
O 3.3195 0.5179 -0.2218 -1.7 0.2 0.5
O -1.8791 0.0580 0.0423 1.5 -0.8 -0.8
O -0.5283 -1.1410 -1.4163 -1.1 0.1 0.6
H 1.8807 -1.0708 1.8011 -0.2 -0.1 -0.2
H 0.4825 2.7852 -0.1066 -0.3 -1.3 -0.4
H -1.7413 -0.0543 0.9735 -0.6 0.1 1.0
H 0.3714 -1.1779 -1.7014 1.0 0.0 -0.5
```
Forces are in eV/Å.

Summary:
- energy (eV) = -14900.2775
- ΔE to the lowest compared entry with this formula, charge and spin (kcal/mol) = 127.8
- lowest unoccupied orbital energy (spin up / spin down) (eV) = 3.88 / 3.88
- SMILES string = O=C=COC(O)(O)[N-]O
- total charge = -1

No. 7
A single C3H4NOP molecule in a non-equilibrium geometry. Source: the Open Molecules 2025 dataset; level of theory: the ωB97M-V functional and the def2-TZVPD basis.

The geometry in XYZ format:
```
10
Properties=species:S:1:pos:R:3:forces:R:3
C 0.4863 -0.1129 0.6729 0.2 0.6 -0.1
C -0.8108 -2.0311 0.0406 -1.5 0.6 0.1
C -0.2563 0.9940 -0.0152 0.2 0.0 0.0
N 0.0779 -1.2835 0.3931 0.2 0.0 0.3
O -1.5939 0.9359 0.4841 0.2 0.3 0.3
P -2.7182 -0.0805 -0.0672 0.3 -0.9 -0.2
H 1.1657 0.0628 1.4842 0.3 -0.1 0.1
H -0.8237 -2.7502 -0.7502 0.3 -0.3 -0.4
H 0.1404 1.9750 0.2499 0.0 -0.1 -0.1
H -0.2504 0.8449 -1.0992 -0.1 0.1 0.0
```
Forces are in eV/Å.

Summary:
- energy (eV) = -15997.3456
- ΔE to the lowest compared entry with this formula, charge and spin (kcal/mol) = 84.6
- lowest unoccupied orbital energy (spin up / spin down) (eV) = -0.47 / -0.32
- total charge = 0

No. 8
A single C3H4NOP molecule in a non-equilibrium geometry. Source: the Open Molecules 2025 dataset; level of theory: the ωB97M-V functional and the def2-TZVPD basis.

The geometry in XYZ format:
```
10
Properties=species:S:1:pos:R:3:forces:R:3
C -0.8969 1.5335 -0.0851 3.5 -5.5 3.1
C 1.0958 -0.3230 -0.2902 1.2 0.0 0.8
C 0.0103 0.0964 0.6424 -3.8 0.9 -1.5
N -1.3457 2.5633 -0.1677 -1.6 3.0 -0.7
O -1.3550 -1.8557 -0.7428 0.1 0.4 0.4
P -1.5645 -0.9838 0.4363 0.1 0.0 -0.2
H 2.1016 -0.1590 0.2237 -1.1 0.1 -1.3
H 0.9998 -1.3920 -0.5808 0.0 0.7 0.3
H 0.8534 0.2826 -1.1635 1.2 -0.3 -0.2
H 0.1012 0.2377 1.7278 0.3 0.7 -0.5
```
Forces are in eV/Å.

Summary:
- energy (eV) = -15999.7101
- ΔE to the lowest compared entry with this formula, charge and spin (kcal/mol) = 30.1
- lowest unoccupied orbital energy (eV) = -1.07
- SMILES string = C[C@@H](C#N)P=O
- total charge = 0

No. 9
A single C3H4NOP molecule in a non-equilibrium geometry. Source: the Open Molecules 2025 dataset; level of theory: the ωB97M-V functional and the def2-TZVPD basis.

The geometry in XYZ format:
```
10
Properties=species:S:1:pos:R:3:forces:R:3
C 0.4225 -0.9943 -0.2728 0.1 -0.3 0.0
C 1.2124 -0.1966 0.5054 0.1 -1.2 0.2
C -0.8942 -0.6596 -0.8153 -2.1 6.0 2.2
N -1.4363 0.5353 -0.2889 0.4 -5.6 -3.0
O 0.7963 0.9828 0.9191 0.8 1.2 0.8
P -0.8598 1.4137 0.9993 0.2 -1.1 -0.3
H 0.7571 -1.9648 -0.4655 0.8 -1.3 -0.4
H 2.2674 -0.4814 0.9445 -2.2 0.4 -1.3
H -1.5009 -1.1436 -1.6937 1.6 0.7 2.0
H -0.7645 2.5084 0.1679 0.3 1.1 -0.1
```
Forces are in eV/Å.

Summary:
- energy (eV) = -15999.9895
- ΔE to the lowest compared entry with this formula, charge and spin (kcal/mol) = 23.6
- lowest unoccupied orbital energy (eV) = -0.14
- SMILES string = C1=COPN=C1
- total charge = 0

No. 10
A single C3H4NP molecule in a non-equilibrium geometry. Source: the Open Molecules 2025 dataset; level of theory: the ωB97M-V functional and the def2-TZVPD basis.

The geometry in XYZ format:
```
9
Properties=species:S:1:pos:R:3:forces:R:3
C -1.0779 -1.0487 -0.3071 4.5 2.3 -0.2
C -1.1705 0.2838 -0.2135 2.2 -3.7 0.3
C 1.3349 -0.1120 0.0449 1.9 2.6 0.3
N 1.0555 -1.2879 -0.0868 -3.6 -1.6 -0.5
P 0.2924 1.3762 -0.2012 0.3 -0.4 1.0
H -1.2600 -2.0369 -0.6843 -0.9 0.1 0.4
H -2.0428 0.7552 -0.0702 -3.5 1.6 0.0
H 2.3646 0.2243 0.3208 -0.2 -0.5 -0.3
H 0.5039 1.8460 1.1974 -0.7 -0.5 -1.0
```
Forces are in eV/Å.

Summary:
- energy (eV) = -13949.9158
- ΔE to the lowest compared entry with this formula, charge and spin (kcal/mol) = 79.0
- lowest unoccupied orbital energy (spin up / spin down) (eV) = 0.32 / 0.32
- total charge = 0

No. 11
2 unconnected molecules or ions with the total composition C3H4NPS in a non-equilibrium geometry. Source: the Open Molecules 2025 dataset; level of theory: the ωB97M-V functional and the def2-TZVPD basis.

The geometry in XYZ format:
```
10
Properties=species:S:1:pos:R:3:forces:R:3
C 1.2134 1.8993 -0.2905 -1.0 0.4 -0.7
C 0.2776 -1.4656 -0.2109 0.2 0.0 -0.1
C -1.0642 -1.3680 0.2917 -0.5 0.0 0.2
N 1.3464 -1.5338 -0.6109 0.5 0.0 -0.2
P -0.0604 2.4921 -1.1673 0.8 -0.4 0.4
S 0.3663 2.6602 1.0295 -0.1 0.1 0.3
H 2.1243 1.3385 -0.2991 0.2 -0.2 -0.1
H -1.1108 -0.5666 1.0274 -0.1 0.0 0.0
H -1.3475 -2.3105 0.7594 -0.1 0.1 0.0
H -1.7451 -1.1456 -0.5293 0.0 0.0 0.1
```
Forces are in eV/Å.

Summary:
- energy (eV) = -24787.6310
- ΔE to the lowest compared entry with this formula, charge and spin (kcal/mol) = 37.6
- lowest unoccupied orbital energy (eV) = -0.36
- total charge = 0

No. 12
A single C3H4NPS molecule in a non-equilibrium geometry. Source: the Open Molecules 2025 dataset; level of theory: the ωB97M-V functional and the def2-TZVPD basis.

The geometry in XYZ format:
```
10
Properties=species:S:1:pos:R:3:forces:R:3
C 0.5084 -1.3509 0.8261 -1.4 -0.4 -3.3
C 0.1053 -1.8024 -0.4623 0.5 -0.7 -0.5
C -0.2282 0.7218 -0.5233 0.8 -2.6 2.9
N 0.3937 -0.2009 1.2691 -1.3 5.1 -2.7
P -0.0858 2.4763 -0.5513 -0.2 0.7 -0.2
S -0.3463 -0.5533 -1.5254 0.5 0.0 1.5
H 0.9656 -1.9358 1.5153 1.2 -2.6 2.0
H 0.2874 -2.8169 -0.8466 -0.3 0.7 0.2
H -0.1667 2.5582 0.8250 0.5 0.1 0.8
H -1.4334 2.9039 -0.5267 -0.3 -0.2 -0.5
```
Forces are in eV/Å.

Summary:
- energy (eV) = -24784.8349
- ΔE to the lowest compared entry with this formula, charge and spin (kcal/mol) = 102.1
- lowest unoccupied orbital energy (spin up / spin down) (eV) = -0.40 / -0.40
- total charge = 0

Which formula does entry 9 have?
C3H4NOP

total charge of number 2 (C3H4NO)?
+1

Which of these has the highest ΔE to the lowest compared entry with this formula, charge and spin?
number 1